# C31H35N7O6Pt

C31H35N7O6Pt as an isolated structure in a non-equilibrium geometry (ωB97M-V/def2-TZVPD, OMol25).

```
80
Properties=species:S:1:pos:R:3:forces:R:3
Pt 0.128528 -0.773764 -0.286329 -0.58 -1.71 -0.29
C -0.155283 0.501201 -3.721954 -0.03 -0.04 -0.12
C -1.003090 1.485092 -2.967564 -0.12 -0.03 0.02
C -1.157127 2.766897 -3.481122 0.06 0.01 0.01
C -2.043915 3.662558 -2.908518 0.00 0.06 -0.06
C -2.803885 3.277236 -1.822642 -0.02 -0.04 0.06
C -2.688380 2.002653 -1.275385 0.08 0.02 0.12
C -3.562881 1.634958 -0.108065 -0.08 0.04 -0.07
C -1.764654 1.109391 -1.846883 -0.21 0.01 0.06
N -1.584662 -0.182437 -1.267330 0.20 -0.06 -0.13
C -2.633216 -1.044272 -1.087004 0.26 0.13 -0.27
O -3.730894 -0.967836 -1.581285 -0.10 -0.05 0.14
C -2.259882 -2.221097 -0.197491 -0.07 0.18 -0.21
C -3.101656 -3.239666 0.194050 0.01 -0.16 0.02
C -2.579704 -4.267433 0.980918 -0.03 0.10 -0.06
C -1.238601 -4.257020 1.363675 0.00 -0.01 -0.03
C -0.447626 -3.201638 0.956649 0.21 0.01 0.07
N -0.989386 -2.246741 0.202390 -0.55 -0.20 0.56
C 1.019134 -2.998225 1.311663 0.01 0.31 0.34
O 1.571948 -3.819741 2.004854 0.02 -0.12 -0.11
N 1.521137 -1.814657 0.849981 -0.15 0.17 -0.29
C 2.937230 -1.595216 0.812555 0.10 -0.05 0.04
C 3.781639 -2.555102 0.223654 -0.12 0.13 -0.26
C 3.276072 -3.800643 -0.451105 0.04 -0.05 0.18
C 5.152830 -2.326036 0.237164 0.04 0.09 0.02
C 5.687993 -1.186103 0.808976 -0.04 0.00 0.03
C 4.845054 -0.243425 1.377080 0.10 -0.06 -0.11
C 3.470434 -0.427288 1.384688 -0.05 -0.12 0.20
C 2.623159 0.574613 2.119258 -0.04 -0.08 0.05
H 0.522859 1.023060 -4.397134 0.01 -0.01 0.00
H -0.799640 -0.139718 -4.328740 -0.01 0.03 0.00
H 0.422522 -0.162594 -3.081636 0.00 0.09 0.06
H -0.603313 3.053842 -4.366515 0.05 -0.01 0.03
H -2.154270 4.654520 -3.325142 0.00 0.00 0.01
H -3.506832 3.974745 -1.384039 -0.02 -0.03 0.00
H -3.855669 2.528753 0.442029 0.02 -0.01 0.02
H -3.082873 0.941387 0.584057 -0.01 0.00 0.01
H -4.472233 1.146242 -0.461785 0.00 0.00 0.01
H -4.135037 -3.208397 -0.124975 0.00 -0.02 -0.01
H -3.221467 -5.078858 1.298304 0.00 0.01 0.01
H -0.791721 -5.029827 1.975396 0.00 -0.01 0.00
H 2.349477 -3.614078 -0.989321 -0.02 -0.03 0.00
H 3.090508 -4.587329 0.282181 0.01 -0.01 -0.01
H 4.020127 -4.168364 -1.154944 -0.02 0.01 -0.02
H 5.808152 -3.056912 -0.219131 0.00 -0.02 0.02
H 6.758971 -1.034773 0.821020 -0.01 0.01 -0.01
H 5.262814 0.637435 1.847475 -0.01 0.02 -0.02
H 3.233566 1.417242 2.437649 0.00 0.00 0.03
H 2.184123 0.121536 3.011263 0.01 0.00 0.00
H 1.816046 0.971525 1.508193 0.09 0.03 0.00
N -0.383962 -4.119942 -2.370799 -0.01 0.11 0.12
C 0.225469 -2.974564 -2.707135 -0.49 -0.06 -0.18
N 0.304203 -2.660295 -4.002825 0.26 -0.06 0.12
O 0.714742 -2.222812 -1.814319 0.36 1.04 0.21
H -0.696305 -4.787593 -3.055927 0.01 0.00 -0.01
H -0.386587 -4.396557 -1.404078 0.06 -0.07 -0.02
H 0.059370 -3.315237 -4.727225 -0.01 -0.02 0.01
H 0.871633 -1.871722 -4.260627 -0.04 0.02 -0.05
O 1.384006 0.788918 -0.894063 0.22 0.22 0.07
H 0.992167 1.631874 -1.182391 -0.05 -0.09 -0.21
H 2.120205 0.567549 -1.484434 0.06 -0.03 0.10
O -2.221595 6.526013 1.744591 0.01 -0.06 -0.01
C -1.078263 6.206067 2.478368 -0.03 0.03 -0.01
N -1.013551 4.781531 2.807070 0.06 -0.03 0.03
C -0.615174 3.900404 1.876993 -0.03 0.01 -0.04
O -0.227228 4.204275 0.761378 0.00 0.00 -0.02
C -0.648564 2.432292 2.244142 -0.11 -0.01 0.03
C -0.686510 1.881448 3.515835 0.03 0.01 0.04
C -0.688074 0.498792 3.656645 -0.13 0.02 -0.03
C -0.611042 -0.299438 2.537682 -0.12 -0.01 -0.03
N -0.552998 0.246134 1.308539 1.00 0.46 -0.22
C -0.572865 1.575739 1.166550 -0.15 -0.05 0.05
H -2.056138 6.335124 0.814941 0.01 0.04 -0.02
H -1.119238 6.755220 3.414740 -0.02 0.00 0.00
H -0.164934 6.457903 1.942240 0.03 -0.01 0.03
H -1.518776 4.459925 3.616526 0.00 0.02 0.01
H -0.684661 2.507563 4.399417 -0.03 0.00 0.00
H -0.724827 0.034155 4.631540 -0.01 -0.01 0.00
H -0.600886 -1.374351 2.615762 0.12 0.01 0.01
H -0.536042 1.995892 0.171783 -0.05 0.02 0.00
```
Forces are in eV/Å.

As for the LUMO energy: -7.329 eV. The value obtained for the HOMO-LUMO gap is 6.076 eV. As for the energy above the lowest of the compared OMol25 structures with the same formula, charge and spin: 69.8 kJ/mol. Its net charge is +2. For the electronic energy, the calculation gives -58665.614 eV.